Entry 1:
This record from the Open Molecules 2025 dataset describes 8 unconnected molecules or ions with the total composition C44H46F9N2O27S in a non-equilibrium geometry. The level of theory is ωB97M-V/def2-TZVPD.

Geometry as XYZ:
```
129
Properties=species:S:1:pos:R:3:lowdin_charge:R:1
C 1.706 -5.616 2.397 0.00
C 1.653 -5.090 0.812 -0.27
O 0.581 -5.397 0.070 -0.02
O 2.841 -4.350 0.343 -0.11
C 2.481 -3.271 -0.594 -0.16
C 1.653 -2.016 0.136 -0.15
C 2.698 -0.962 0.832 -0.15
C 2.046 0.567 0.857 0.01
C 0.421 0.744 1.210 0.11
C -0.158 2.279 1.203 -0.12
S -1.964 2.740 1.621 0.88
O -2.586 3.179 0.238 -0.34
O -1.874 3.901 2.640 -0.31
C -2.926 1.241 2.206 -0.23
F -2.039 0.522 3.195 -0.01
F -3.077 0.312 1.058 0.03
C -4.314 1.578 3.011 -0.10
F -4.106 1.293 4.468 0.06
F -4.719 3.028 2.933 0.04
C -5.623 0.713 2.536 -0.06
F -5.955 0.911 1.075 0.03
F -6.801 1.313 3.269 0.03
C -5.598 -0.873 2.950 -0.13
F -4.266 -1.408 3.314 0.06
F -6.208 -1.629 1.801 0.05
F -6.492 -1.118 4.120 0.05
C 0.832 3.542 0.847 0.14
N 2.327 3.342 0.526 -0.08
O 3.130 4.390 0.220 -0.02
C 3.041 5.438 1.257 -0.08
N 2.930 6.528 1.956 0.20
C 2.956 1.934 0.538 0.07
C 4.584 1.813 0.225 -0.02
C 5.377 1.817 1.693 -0.22
O 6.293 2.719 2.056 0.01
C 5.016 0.619 2.752 -0.10
C 6.000 -0.733 2.720 0.01
C 5.677 -2.004 3.744 -0.02
C 4.425 -1.993 4.833 -0.02
C 3.441 -0.646 4.832 -0.05
C 3.724 0.650 3.813 -0.04
H 2.601 -5.101 2.975 0.08
H 1.857 -6.776 2.461 0.08
H 0.710 -5.300 2.935 0.10
H 3.494 -2.864 -1.059 0.14
H 1.851 -3.708 -1.478 0.14
H 1.102 -1.443 -0.732 0.13
H 0.826 -2.400 0.871 0.13
H 3.720 -1.001 0.221 0.12
H 2.976 -1.292 1.944 0.12
H -0.279 -0.188 1.465 0.13
H 0.391 4.637 0.851 0.17
H 4.999 2.688 -0.436 0.12
H 4.871 0.804 -0.320 0.14
H 6.923 -0.808 1.968 0.11
H 6.383 -2.947 3.682 0.09
H 4.272 -2.917 5.549 0.10
H 2.514 -0.630 5.579 0.09
H 2.998 1.572 3.837 0.08
C 4.063 6.309 -3.675 -0.13
C 3.205 5.086 -3.708 -0.14
O 4.128 4.035 -3.497 0.06
C 5.202 4.574 -2.849 -0.51
O 6.111 3.922 -2.362 0.11
O 5.127 5.936 -2.819 0.07
H 3.533 7.179 -3.278 0.14
H 4.473 6.559 -4.659 0.14
H 2.464 5.073 -2.902 0.13
H 2.691 4.964 -4.665 0.14
C -9.652 0.547 4.581 -0.15
C -9.846 -0.880 4.183 -0.14
O -10.113 -1.528 5.412 0.07
C -10.596 -0.577 6.265 -0.51
O -11.087 -0.815 7.356 0.14
O -10.458 0.675 5.737 0.07
H -9.976 1.244 3.804 0.14
H -8.614 0.769 4.848 0.12
H -10.705 -1.015 3.518 0.14
H -8.958 -1.304 3.707 0.12
C 7.062 -3.910 0.432 -0.14
C 6.868 -5.337 0.034 -0.13
O 6.601 -5.985 1.263 0.08
C 6.118 -5.034 2.116 -0.52
O 5.627 -5.272 3.207 0.12
O 6.255 -3.782 1.588 -0.01
H 6.738 -3.213 -0.345 0.13
H 8.100 -3.688 0.699 0.14
H 6.009 -5.472 -0.632 0.14
H 7.756 -5.760 -0.443 0.14
C 9.549 1.620 -3.272 -0.14
C 8.058 1.648 -3.361 -0.15
O 7.775 0.713 -4.384 0.06
C 8.837 -0.143 -4.443 -0.52
O 8.856 -1.173 -5.096 0.13
O 9.874 0.303 -3.676 0.06
H 9.909 1.814 -2.257 0.14
H 10.023 2.328 -3.959 0.14
H 7.577 1.316 -2.435 0.13
H 7.676 2.639 -3.625 0.12
C -1.043 -9.215 -0.857 -0.14
C -0.098 -10.372 -0.890 -0.14
O 1.089 -9.838 -0.335 0.07
C 0.722 -8.774 0.438 -0.49
O 1.472 -8.184 1.198 0.10
O -0.592 -8.458 0.250 0.07
H -2.081 -9.529 -0.715 0.14
H -0.978 -8.596 -1.758 0.14
H -0.436 -11.206 -0.266 0.14
H 0.079 -10.736 -1.906 0.14
C -5.824 3.404 -1.853 -0.14
C -7.072 3.391 -1.030 -0.14
O -8.100 3.506 -1.996 0.07
C -7.588 3.048 -3.176 -0.50
O -8.249 2.846 -4.181 0.13
O -6.241 2.846 -3.085 0.07
H -5.025 2.806 -1.407 0.12
H -5.452 4.418 -2.032 0.14
H -7.203 2.450 -0.485 0.12
H -7.112 4.222 -0.321 0.14
C -8.929 4.707 -6.805 -0.14
C -8.917 6.181 -6.561 -0.14
O -7.907 6.648 -7.435 0.06
C -7.790 5.725 -8.434 -0.52
O -7.133 5.889 -9.449 0.13
O -8.504 4.597 -8.150 0.07
H -9.923 4.271 -6.676 0.14
H -8.219 4.171 -6.165 0.11
H -9.866 6.657 -6.830 0.14
H -8.677 6.429 -5.523 0.13
```

The value obtained for the total energy is -5140.85160 Ha. The HOMO-LUMO gap is 5.304 eV. Its highest occupied orbital energy is -11.390 eV. Its LUMO energy is -6.0868 eV. As for the net charge: +1. The molar mass is 1237.89 g/mol.

=====

Entry 2:
This record from the Open Molecules 2025 dataset describes 6 unconnected molecules or ions with the total composition C62H71N7O14S in a non-equilibrium geometry. The level of theory is ωB97M-V/def2-TZVPD.

Geometry as XYZ:
```
155
Properties=species:S:1:pos:R:3:lowdin_charge:R:1
C -1.230 -1.673 3.515 -0.14
C -2.726 -1.844 3.970 -0.25
C -3.657 -1.886 2.695 -0.20
C -3.468 -3.195 1.814 -0.20
C -3.503 -2.852 0.266 -0.21
C -2.029 -2.639 -0.306 -0.21
C -2.025 -2.082 -1.786 -0.21
C -2.010 -0.507 -1.901 -0.21
C -2.977 0.242 -0.908 -0.21
C -2.450 1.741 -0.770 -0.22
C -3.323 2.611 0.208 -0.20
C -2.568 3.888 0.751 -0.18
C -1.713 3.590 2.060 -0.13
C -0.462 4.520 2.073 -0.06
C -0.388 5.831 2.732 -0.12
C -1.606 6.412 3.525 -0.19
O -2.271 5.481 4.374 -0.22
C -1.463 5.096 5.483 -0.11
C 0.827 6.678 2.681 -0.02
C 2.020 6.199 1.994 -0.09
C 1.960 4.885 1.374 -0.39
C 0.752 4.017 1.367 -0.16
N 0.771 2.730 0.685 -0.16
N 0.741 2.926 -0.743 0.06
C 1.887 1.894 1.088 -0.19
C 1.608 0.513 1.504 0.06
C 2.763 -0.302 1.945 -0.22
C 2.445 -1.761 2.430 -0.06
C 4.134 0.233 1.957 0.01
C 4.418 1.610 1.504 -0.20
C 5.839 2.255 1.491 -0.05
C 6.556 1.851 0.140 -0.40
O 7.231 2.696 -0.372 0.15
O 6.349 0.577 -0.420 0.06
C 5.345 0.608 -1.425 -0.42
C 4.157 -0.418 -1.435 0.04
O 5.362 1.455 -2.276 0.12
C 3.281 2.416 1.078 -0.35
S 3.421 4.161 0.524 0.96
H -0.930 -2.544 2.869 0.06
H -0.551 -1.692 4.410 0.07
H -1.051 -0.702 2.974 0.06
H -3.026 -0.941 4.570 0.11
H -2.845 -2.766 4.612 0.06
H -3.459 -0.943 2.112 0.09
H -4.731 -1.870 3.017 0.11
H -2.515 -3.743 2.060 0.10
H -4.350 -3.860 2.021 0.10
H -4.140 -1.933 0.156 0.09
H -4.013 -3.660 -0.334 0.11
H -1.541 -3.650 -0.246 0.11
H -1.456 -1.904 0.336 0.10
H -1.064 -2.445 -2.262 0.10
H -2.867 -2.571 -2.361 0.11
H -0.954 -0.106 -1.875 0.11
H -2.384 -0.260 -2.954 0.09
H -4.022 0.248 -1.336 0.12
H -2.980 -0.176 0.132 0.07
H -2.327 2.177 -1.795 0.12
H -1.424 1.643 -0.306 0.08
H -3.674 1.954 1.047 0.11
H -4.209 2.993 -0.380 0.11
H -3.327 4.683 1.016 0.11
H -1.857 4.323 -0.001 0.11
H -1.325 2.535 1.935 0.10
H -2.307 3.590 3.004 0.11
H -1.204 7.234 4.197 0.12
H -2.316 6.927 2.818 0.14
H -1.924 4.153 5.898 0.10
H -1.444 5.841 6.323 0.09
H -0.404 4.836 5.217 0.10
H 0.802 7.671 3.201 0.11
H 2.940 6.837 1.955 0.10
H 0.501 3.901 -0.953 0.09
H 1.685 2.751 -1.110 0.06
H 0.560 0.124 1.486 0.11
H 3.264 -2.173 3.084 0.08
H 1.477 -1.788 3.007 0.06
H 2.326 -2.483 1.581 0.08
H 4.976 -0.409 2.324 0.12
H 6.408 1.935 2.402 0.13
H 5.746 3.374 1.566 0.10
H 4.503 -1.478 -1.336 0.10
H 3.531 -0.274 -2.357 0.08
H 3.494 -0.185 -0.563 0.06
O -2.739 0.294 -6.911 0.06
N -1.903 -0.139 -6.134 -0.32
O -2.140 -0.922 -5.232 0.07
C -0.519 0.316 -6.287 -0.14
C -0.203 1.240 -7.276 0.01
C 1.108 1.681 -7.396 -0.07
C 2.087 1.198 -6.537 -0.06
C 1.763 0.267 -5.558 -0.06
C 0.455 -0.178 -5.429 0.00
H -0.959 1.623 -7.949 0.12
H 1.366 2.406 -8.157 0.10
H 3.109 1.549 -6.631 0.11
H 2.531 -0.109 -4.893 0.10
H 0.212 -0.901 -4.661 0.11
O 2.895 -6.496 3.242 0.08
N 2.772 -6.700 4.436 -0.35
O 1.812 -7.250 4.947 0.07
C 3.851 -6.246 5.320 -0.15
C 4.943 -5.582 4.779 0.00
C 5.951 -5.133 5.621 -0.07
C 5.863 -5.354 6.990 -0.07
C 4.771 -6.028 7.522 -0.07
C 3.758 -6.478 6.686 0.00
H 5.021 -5.406 3.714 0.12
H 6.805 -4.608 5.211 0.11
H 6.649 -4.997 7.647 0.11
H 4.707 -6.201 8.590 0.11
H 2.910 -6.999 7.110 0.11
O -3.388 -4.046 6.034 0.06
N -2.357 -4.694 6.124 -0.32
O -1.331 -4.444 5.517 0.08
C -2.352 -5.855 7.019 -0.14
C -3.511 -6.198 7.702 0.00
C -3.506 -7.312 8.530 -0.07
C -2.348 -8.069 8.671 -0.07
C -1.191 -7.711 7.990 -0.06
C -1.190 -6.600 7.159 0.00
H -4.417 -5.615 7.598 0.12
H -4.406 -7.594 9.063 0.11
H -2.349 -8.942 9.313 0.11
H -0.290 -8.301 8.104 0.11
H -0.283 -6.331 6.630 0.11
O 3.340 5.228 -9.098 0.08
N 3.206 5.034 -7.903 -0.34
O 2.225 4.517 -7.393 0.06
C 4.295 5.452 -7.015 -0.15
C 5.413 6.077 -7.551 0.00
C 6.430 6.492 -6.704 -0.07
C 6.327 6.276 -5.335 -0.07
C 5.209 5.640 -4.808 -0.06
C 4.186 5.226 -5.649 0.00
H 5.502 6.250 -8.616 0.12
H 7.304 6.986 -7.110 0.11
H 7.121 6.606 -4.674 0.11
H 5.134 5.471 -3.741 0.11
H 3.318 4.734 -5.229 0.12
O -10.215 -1.475 -8.494 0.07
N -9.380 -1.906 -7.717 -0.35
O -9.617 -2.689 -6.815 0.07
C -7.996 -1.446 -7.877 -0.15
C -7.693 -0.524 -8.871 -0.01
C -6.387 -0.074 -9.003 -0.06
C -5.397 -0.547 -8.150 -0.07
C -5.708 -1.477 -7.165 -0.06
C -7.012 -1.930 -7.025 0.00
H -8.457 -0.150 -9.540 0.12
H -6.140 0.650 -9.771 0.11
H -4.379 -0.190 -8.252 0.08
H -4.932 -1.845 -6.505 0.10
H -7.245 -2.652 -6.253 0.12
```

The value obtained for the total energy is -4239.34668 Ha. The HOMO-LUMO gap is 7.517 eV. Its highest occupied orbital energy is -8.317 eV. Its LUMO energy is -0.7999 eV. The molar mass is 1170.35 g/mol.

=====

Entry 3:
This record from the Open Molecules 2025 dataset describes a molecular structure, C12H25NO in a non-equilibrium geometry. The level of theory is ωB97M-V/def2-TZVPD.

Geometry as XYZ:
```
39
Properties=species:S:1:pos:R:3:nbo_charge:R:1
C -2.713 0.024 -0.896 -0.25
C -1.888 0.348 0.462 0.27
C -1.124 -1.017 0.524 -0.45
C -0.061 -1.439 -0.634 -0.43
C 0.884 -2.608 -0.205 -0.42
C 1.992 -2.118 0.640 -0.42
C 2.823 -0.936 0.019 -0.41
C 2.294 0.362 0.573 -0.41
C 2.162 1.764 -0.383 -0.37
C 1.037 2.725 -0.061 -0.41
C -0.266 2.255 -0.554 -0.41
C -1.143 1.682 0.622 -0.44
H -3.928 -1.759 -1.608 0.34
H -4.598 -0.661 0.019 0.40
H -3.092 1.054 -1.276 0.18
H -2.067 -0.360 -1.689 0.19
H -2.669 0.041 2.326 0.47
H -0.616 -0.837 1.535 0.18
H -1.806 -1.838 0.658 0.26
H 0.824 -0.725 -1.033 0.21
H -0.612 -1.765 -1.569 0.20
H 1.251 -3.200 -1.106 0.22
H 0.211 -3.075 0.518 0.22
H 1.919 -2.042 1.772 0.21
H 2.729 -2.843 0.452 0.21
H 2.642 -1.071 -1.187 0.19
H 3.861 -0.850 0.250 0.22
H 1.233 0.196 0.847 0.19
H 2.682 0.735 1.556 0.21
H 2.108 1.421 -1.382 0.19
H 3.130 2.262 -0.260 0.20
H 1.398 3.676 -0.610 0.20
H 1.006 3.076 0.890 0.20
H -0.078 1.504 -1.295 0.21
H -0.759 3.023 -1.140 0.21
H -0.350 1.269 1.303 0.21
H -1.814 2.477 1.031 0.24
N -3.631 -1.107 -0.481 -0.86
O -2.971 0.357 1.371 -0.73
```

The energy above the lowest of the compared OMol25 structures with the same formula, charge and spin is 5.957 eV. The value obtained for the total energy is -602.00405 Ha. The HOMO-LUMO gap is 9.778 eV. Its highest occupied orbital energy is -8.913 eV. Its LUMO energy is 0.8642 eV. The molar mass is 199.34 g/mol.

=====

Entry 4:
This record from the Open Molecules 2025 dataset describes 7 unconnected molecules or ions with the total composition C26H68BrN7O10 in a non-equilibrium geometry. The level of theory is ωB97M-V/def2-TZVPD.

Geometry as XYZ:
```
112
Properties=species:S:1:pos:R:3:lowdin_charge:R:1
O -1.508 -4.070 2.512 0.03
C -0.734 -3.075 2.546 -0.26
O -1.334 -1.798 2.739 -0.04
C -0.414 -0.715 2.530 -0.63
Br 0.726 -0.916 0.895 0.75
O 0.410 -0.425 3.709 -0.12
N 0.701 0.915 3.721 -0.02
O 1.731 1.027 4.319 0.06
H 0.381 -3.293 2.473 0.15
H -1.063 0.233 2.387 0.12
C -1.386 -8.399 2.041 -0.10
O -0.603 -8.004 0.926 -0.19
C -1.057 -8.512 -0.324 -0.20
C -2.232 -7.726 -0.945 -0.43
C -3.575 -8.011 -0.280 -0.06
N -1.984 -6.279 -0.921 0.04
H -1.783 -9.412 1.928 0.09
H -2.196 -7.686 2.203 0.08
H -0.746 -8.374 2.927 0.09
H -0.201 -8.429 -1.002 0.12
H -1.286 -9.582 -0.246 0.11
H -2.318 -8.042 -1.991 0.12
H -3.689 -7.498 0.677 0.07
H -4.394 -7.668 -0.920 0.08
H -3.712 -9.083 -0.113 0.07
H -1.137 -6.085 -1.454 0.07
H -1.728 -6.031 0.036 0.06
C -3.340 2.574 2.301 -0.11
O -1.939 2.780 2.222 -0.23
C -1.554 3.969 1.531 -0.20
C -1.638 5.255 2.380 -0.43
C -3.063 5.765 2.578 -0.07
N -1.009 5.075 3.694 0.04
H -3.861 2.929 1.407 0.09
H -3.742 3.058 3.194 0.08
H -3.519 1.500 2.403 0.08
H -0.507 3.820 1.250 0.12
H -2.113 4.070 0.593 0.11
H -1.088 6.035 1.842 0.13
H -3.615 5.191 3.324 0.06
H -3.048 6.802 2.926 0.08
H -3.625 5.738 1.640 0.08
H -0.028 4.831 3.554 0.06
H -1.409 4.232 4.108 0.07
C 4.433 8.471 2.160 -0.10
O 4.741 7.231 1.545 -0.22
C 5.043 6.178 2.456 -0.19
C 3.806 5.496 3.077 -0.43
C 3.137 6.324 4.171 -0.07
N 2.807 5.158 2.054 0.04
H 5.012 8.633 3.074 0.09
H 3.363 8.532 2.370 0.08
H 4.674 9.267 1.452 0.08
H 5.582 5.428 1.868 0.12
H 5.742 6.524 3.228 0.12
H 4.148 4.565 3.542 0.14
H 2.532 7.141 3.771 0.06
H 2.464 5.695 4.763 0.07
H 3.879 6.749 4.852 0.08
H 3.233 4.523 1.380 0.07
H 2.633 6.004 1.510 0.07
C -1.911 1.284 -0.669 -0.13
O -1.684 0.324 -1.687 -0.20
C -2.842 -0.410 -2.075 -0.20
C -3.767 0.332 -3.062 -0.43
C -4.610 1.423 -2.408 -0.08
N -3.009 0.919 -4.175 0.04
H -2.665 0.954 0.051 0.08
H -2.198 2.239 -1.114 0.07
H -0.970 1.442 -0.137 0.06
H -2.465 -1.308 -2.576 0.12
H -3.392 -0.758 -1.192 0.12
H -4.461 -0.408 -3.475 0.14
H -4.039 2.330 -2.202 0.06
H -5.434 1.712 -3.068 0.08
H -5.046 1.072 -1.468 0.08
H -2.526 0.171 -4.671 0.07
H -2.249 1.466 -3.768 0.07
C -3.816 -12.006 -1.075 -0.11
O -4.442 -11.039 -1.903 -0.20
C -3.661 -10.629 -3.023 -0.21
C -3.705 -11.601 -4.221 -0.43
C -2.860 -12.856 -4.021 -0.07
N -5.082 -12.000 -4.542 0.04
H -2.734 -11.861 -1.015 0.09
H -4.048 -13.012 -1.429 0.07
H -4.235 -11.909 -0.069 0.09
H -4.091 -9.676 -3.347 0.12
H -2.629 -10.414 -2.717 0.11
H -3.293 -11.070 -5.085 0.14
H -3.338 -13.585 -3.364 0.06
H -2.695 -13.357 -4.980 0.08
H -1.880 -12.609 -3.604 0.08
H -5.618 -11.164 -4.773 0.07
H -5.512 -12.328 -3.676 0.07
C 7.268 9.830 -3.420 -0.11
O 8.227 9.883 -2.377 -0.19
C 7.679 9.787 -1.065 -0.20
C 7.354 8.349 -0.612 -0.43
C 6.085 7.782 -1.242 -0.07
N 8.470 7.433 -0.882 0.04
H 6.326 10.311 -3.141 0.09
H 7.094 8.794 -3.719 0.07
H 7.681 10.355 -4.285 0.09
H 8.450 10.185 -0.397 0.12
H 6.810 10.448 -0.961 0.12
H 7.189 8.378 0.471 0.13
H 6.233 7.463 -2.276 0.07
H 5.748 6.903 -0.686 0.06
H 5.274 8.516 -1.223 0.08
H 9.291 7.762 -0.376 0.07
H 8.729 7.551 -1.862 0.07
```

The value obtained for the total energy is -4740.86456 Ha. The HOMO-LUMO gap is 8.521 eV. Its highest occupied orbital energy is -9.114 eV. Its LUMO energy is -0.5929 eV. The molar mass is 718.77 g/mol.

=====

Entry 5:
This record from the Open Molecules 2025 dataset describes a molecular structure, C5H10N2S in a non-equilibrium geometry. The level of theory is ωB97M-V/def2-TZVPD.

Geometry as XYZ:
```
18
Properties=species:S:1:pos:R:3:nbo_charge:R:1
C 0.631 -1.313 -1.489 -0.43
C 0.051 -0.835 1.204 0.01
C 0.861 0.363 0.919 -0.59
C 0.236 1.500 0.060 -0.03
C -1.266 1.675 0.541 -0.70
H 1.653 -1.633 -0.427 0.18
H 0.697 -2.252 -2.470 0.21
H 0.853 -0.210 -1.938 0.22
H -1.447 -1.930 -1.357 0.39
H -0.103 -1.184 2.238 0.20
H 1.064 0.834 1.843 0.24
H 1.781 0.100 0.414 0.24
H -1.912 0.990 -0.048 0.25
H -1.443 2.798 0.446 0.23
H -1.319 1.432 1.629 0.22
N -0.680 -1.297 -0.978 -0.51
N -0.721 -1.451 0.371 -0.23
S 1.065 2.414 -0.956 0.08
```

The energy above the lowest of the compared OMol25 structures with the same formula, charge and spin is 5.498 eV. The value obtained for the total energy is -704.02174 Ha. The HOMO-LUMO gap is 8.463 eV. Its highest occupied orbital energy is -8.542 eV. Its LUMO energy is -0.0790 eV. The molar mass is 130.22 g/mol.